1.
{
  "formula": "C38H38BCl7N7O2Ru",
  "method": "wB97M-V/def2-TZVPD",
  "elements": ["Ru", "C", "C", "C", "C", "C", "C", "N", "N", "B", "N", "C", "C", "C", "N", "C", "C", "C", "N", "C", "C", "C", "N", "C", "C", "C", "H", "H", "H", "H", "H", "H", "H", "H", "H", "H", "H", "H", "H", "H", "H", "H", "H", "H", "H", "H", "H", "H", "H", "H", "H", "H", "H", "H", "Cl", "C", "C", "C", "Cl", "C", "Cl", "C", "Cl", "C", "Cl", "Cl", "C", "C", "C", "C", "C", "Cl", "C", "N", "C", "C", "C", "C", "C", "C", "C", "C", "O", "O", "H", "H", "H", "H", "H", "H", "H", "H", "H", "H"],
  "xyz": [[-0.01713, 0.06000, -0.06087], [0.47352, 0.42231, -4.49418], [-0.87069, 0.87800, -3.90509], [-0.78253, 2.25595, -3.24925], [-1.52779, -0.11970, -2.98367], [-2.53886, -0.97311, -3.42864], [-3.05190, -1.57128, -2.29849], [-2.38597, -1.10727, -1.24287], [-1.42457, -0.23148, -1.63947], [-2.68138, -1.42092, 0.23252], [-1.47775, -2.24447, 0.78368], [-1.35982, -3.58441, 0.82701], [-0.43185, -3.90203, 1.78974], [-0.01487, -2.66410, 2.32043], [-0.64125, -1.67786, 1.68476], [0.82318, -2.43397, 3.54827], [0.42394, -3.45146, 4.62431], [0.62747, -1.02166, 4.10859], [-2.73737, -0.10320, 1.02109], [-3.63799, 0.31241, 1.92032], [-3.14507, 1.44045, 2.54583], [-1.88858, 1.66721, 1.96951], [-1.66492, 0.71494, 1.05955], [-0.89390, 2.75154, 2.24434], [-0.78959, 3.02290, 3.74592], [-1.26084, 4.03107, 1.48246], [1.30211, 0.67220, -3.83643], [0.48240, -0.65483, -4.66835], [0.64126, 0.92262, -5.44819], [-1.56347, 0.95274, -4.74528], [-0.24811, 2.18988, -2.30695], [-1.78235, 2.64382, -3.04848], [-0.26075, 2.95846, -3.89941], [-2.86305, -1.10164, -4.44680], [-3.83933, -2.29576, -2.17461], [-3.70705, -2.01836, 0.33102], [-1.95064, -4.21651, 0.18335], [-0.10326, -4.88599, 2.07852], [1.87412, -2.59616, 3.28506], [-0.63248, -3.33451, 4.86877], [1.00741, -3.28334, 5.53325], [0.58955, -4.47688, 4.29604], [-0.41289, -0.89520, 4.41288], [1.26239, -0.86858, 4.98746], [0.84419, -0.25381, 3.37100], [-4.57208, -0.20506, 2.06222], [-3.63210, 2.01774, 3.31248], [0.07364, 2.40617, 1.88347], [-1.71105, 3.47247, 4.12054], [0.02956, 3.71438, 3.94626], [-0.60601, 2.10058, 4.29930], [-2.24937, 4.38625, 1.77747], [-1.26235, 3.85606, 0.40528], [-0.53084, 4.81105, 1.70490], [1.62106, 2.74202, -0.81143], [2.27664, 1.29320, -1.50024], [1.52207, 0.12571, -1.40555], [2.03920, -1.02554, -1.99587], [1.07900, -2.45282, -1.90841], [3.28881, -1.03924, -2.59785], [3.91901, -2.49044, -3.26414], [4.04197, 0.13701, -2.63946], [5.62203, 0.12285, -3.30798], [3.52269, 1.32250, -2.11838], [4.41373, 2.78721, -2.21494], [4.02091, 0.29028, 6.42625], [3.93657, -1.43184, 6.58042], [3.77024, -1.97809, 7.83081], [3.70243, -3.35813, 7.96653], [3.73551, -4.16805, 6.84427], [3.88369, -3.62219, 5.58185], [3.64962, -4.68458, 4.23980], [4.06561, -2.23075, 5.41869], [4.25006, -1.55531, 4.22748], [4.92260, -1.86394, 3.08779], [5.91369, -2.87081, 3.05817], [6.52085, -3.20406, 1.87860], [6.17113, -2.52782, 0.70402], [5.26864, -1.47216, 0.74270], [4.65621, -1.09323, 1.92115], [3.72459, 0.08087, 1.89482], [2.35476, -0.25798, 1.30506], [2.14494, -1.34670, 0.77386], [1.48857, 0.67937, 1.34525], [3.70178, -1.33351, 8.69523], [3.59411, -3.79784, 8.94783], [3.61588, -5.23783, 6.94052], [3.91799, -0.59614, 4.27882], [6.22466, -3.33795, 3.98005], [7.27283, -3.98024, 1.86040], [6.63528, -2.79932, -0.23487], [5.04347, -0.92440, -0.16406], [4.15020, 0.83966, 1.23336], [3.56163, 0.57128, 2.85546]],
  "forces_ev_per_angstrom": [[0.629, 0.235, 0.305], [-0.093, -0.009, -0.001], [0.330, 0.044, 0.196], [-0.175, -0.175, -0.145], [-0.287, -0.069, -0.199], [0.089, 0.060, 0.000], [0.162, 0.011, 0.006], [-0.427, -0.084, -0.209], [0.251, -0.034, 0.260], [0.536, 0.135, 0.036], [-0.242, -0.297, 0.133], [0.054, 0.056, -0.069], [0.180, 0.040, 0.058], [-0.291, -0.222, -0.156], [0.187, 0.055, 0.234], [-0.101, 0.103, 0.056], [0.159, 0.036, -0.097], [0.120, -0.142, -0.145], [-0.303, -0.056, 0.119], [0.063, 0.101, 0.019], [0.007, 0.079, 0.008], [-0.089, -0.209, 0.012], [-0.231, 0.309, -0.139], [-0.110, 0.130, 0.006], [0.032, -0.066, -0.086], [0.098, -0.119, 0.032], [0.005, 0.009, -0.062], [0.024, 0.007, -0.037], [0.009, 0.019, 0.008], [-0.043, -0.039, 0.021], [-0.010, 0.088, -0.037], [0.022, 0.047, 0.037], [0.024, 0.013, 0.021], [-0.017, 0.038, 0.008], [-0.047, 0.067, 0.039], [-0.102, -0.063, -0.077], [-0.046, 0.010, 0.052], [-0.075, -0.005, 0.015], [0.030, 0.047, -0.018], [-0.006, -0.020, 0.027], [-0.024, -0.025, 0.028], [-0.016, -0.013, 0.038], [0.009, 0.051, 0.043], [-0.026, -0.007, 0.022], [-0.015, 0.080, 0.003], [0.042, -0.079, -0.049], [0.013, 0.019, -0.019], [0.067, -0.042, 0.001], [0.011, -0.006, 0.041], [-0.031, 0.029, 0.007], [0.001, 0.013, 0.020], [0.000, 0.025, -0.013], [-0.039, 0.029, -0.007], [-0.035, 0.038, -0.035], [0.113, 0.153, 0.116], [-0.229, -0.372, 0.010], [0.373, 0.120, -0.294], [-0.279, 0.352, 0.128], [0.015, -0.194, -0.066], [0.007, -0.002, 0.001], [0.029, -0.059, -0.005], [-0.054, 0.057, 0.010], [0.072, -0.010, -0.083], [0.007, -0.033, -0.013], [0.045, -0.010, 0.012], [0.015, 0.007, -0.003], [0.161, 0.008, -0.144], [-0.026, -0.080, 0.121], [0.020, 0.066, -0.110], [0.024, -0.032, 0.133], [-0.075, 0.117, -0.262], [0.248, 0.167, -0.069], [-0.042, -0.291, 0.596], [0.117, 0.206, -0.485], [-0.053, -0.001, 0.278], [0.117, -0.335, -0.018], [-0.058, -0.055, 0.251], [-0.046, 0.078, -0.122], [0.035, 0.021, 0.071], [-0.052, 0.279, -0.279], [-0.166, -0.056, 0.051], [-0.090, -0.351, -0.154], [0.280, 0.001, 0.268], [-0.455, -0.008, -0.184], [0.008, 0.038, -0.030], [-0.022, -0.010, -0.003], [-0.021, 0.001, -0.055], [-0.234, -0.067, -0.126], [-0.108, -0.095, 0.090], [0.031, 0.035, -0.003], [-0.013, -0.002, -0.003], [-0.019, -0.005, -0.005], [-0.022, 0.065, 0.052], [0.071, 0.059, 0.017]],
  "homo_ha": [-0.3995, -0.3989],
  "gap_ev": [8.2528, 4.5979],
  "spin_multiplicity": 5,
  "relative_energy_kcal_mol": 3.69,
  "total_charge": 1
}

***

2.
{
  "formula": "C38H38EuN7O7S",
  "method": "wB97M-V/def2-TZVPD",
  "elements": ["Eu", "C", "C", "C", "C", "C", "N", "C", "C", "C", "N", "C", "C", "C", "C", "C", "C", "C", "C", "N", "C", "C", "C", "N", "C", "C", "C", "C", "O", "C", "O", "H", "H", "H", "H", "H", "H", "H", "H", "H", "H", "H", "H", "H", "H", "H", "H", "H", "H", "H", "H", "H", "H", "H", "H", "H", "H", "H", "H", "N", "C", "O", "C", "C", "C", "N", "C", "C", "H", "H", "H", "H", "H", "H", "O", "S", "O", "N", "C", "O", "C", "C", "C", "C", "C", "C", "H", "H", "H", "H", "O", "C"],
  "xyz": [[-0.58496, 0.11430, 0.42367], [-1.05931, -7.23097, 1.21760], [-0.82577, -5.83155, 0.69851], [0.30032, -5.49901, -0.02563], [0.52473, -4.19733, -0.53764], [1.60822, -3.98876, -1.41886], [1.89929, -2.82596, -2.04084], [2.73916, -2.71883, -3.22245], [4.12962, -2.13747, -2.99439], [4.15667, -0.77253, -2.28234], [2.93827, 0.01021, -2.42010], [2.71123, 0.97309, -3.31945], [1.51425, 1.73183, -3.42054], [1.40540, 2.67630, -4.46649], [0.27347, 3.43172, -4.67273], [0.16111, 4.43840, -5.79373], [-0.78516, 3.23382, -3.78769], [-0.73921, 2.33060, -2.72238], [-1.92446, 2.26997, -1.88383], [-2.13915, 1.56287, -0.83599], [-3.45338, 1.72772, -0.18507], [-4.24725, 0.41692, -0.11822], [-3.82049, -0.54076, 0.99468], [-2.59827, -1.28007, 0.64734], [-2.62900, -2.55455, 0.78802], [-1.57483, -3.50614, 0.49062], [-1.76753, -4.82907, 0.91922], [-0.40630, -3.15278, -0.22093], [-0.16515, -1.92961, -0.58720], [0.42076, 1.54021, -2.51269], [0.50363, 0.67028, -1.55523], [-0.22999, -7.89134, 0.96071], [-1.97172, -7.65875, 0.79516], [-1.17090, -7.23452, 2.30439], [1.04499, -6.26331, -0.23712], [2.23876, -4.83658, -1.66393], [1.26900, -2.06913, -1.80752], [2.20084, -2.10521, -3.94667], [2.85796, -3.70612, -3.66708], [4.60234, -2.05752, -3.97771], [4.72676, -2.83804, -2.40381], [4.99775, -0.18566, -2.64948], [4.30685, -0.92887, -1.21735], [2.17204, -0.13639, -1.77880], [3.51247, 1.18142, -4.02244], [2.25926, 2.79478, -5.13143], [0.96016, 4.30930, -6.52475], [0.21853, 5.46171, -5.41301], [-0.79276, 4.33564, -6.31435], [-1.69338, 3.81896, -3.93074], [-2.72168, 2.93932, -2.21751], [-4.04378, 2.47066, -0.72414], [-3.30447, 2.09253, 0.83310], [-4.19288, -0.09110, -1.08263], [-5.29291, 0.67772, 0.05460], [-4.63623, -1.23338, 1.21129], [-3.63400, 0.03042, 1.90065], [-3.54387, -3.01298, 1.17497], [-2.67904, -5.07476, 1.45995], [5.22981, -4.18242, 2.97991], [4.46402, -4.03231, 1.87564], [4.52210, -4.74908, 0.89578], [3.47498, -2.89310, 1.88768], [3.80925, -1.66100, 1.34155], [2.81102, -0.72578, 1.16111], [1.53904, -0.95150, 1.49377], [1.24555, -2.09876, 2.11604], [2.17512, -3.09781, 2.32318], [5.89385, -4.93813, 3.01587], [5.16102, -3.55912, 3.76295], [4.82719, -1.44873, 1.03534], [3.02259, 0.23677, 0.70628], [0.22152, -2.22390, 2.44906], [1.87775, -4.03106, 2.78808], [-3.21627, 2.02475, 3.49255], [-1.98054, 2.56976, 3.98464], [-1.70750, 2.57052, 5.37736], [-0.71027, 1.85264, 3.07545], [-0.37170, 2.61859, 2.01965], [0.26053, 2.19224, 1.02976], [-0.88838, 4.00125, 2.15053], [-0.57119, 5.07979, 1.34687], [-1.13327, 6.31274, 1.65948], [-1.98360, 6.45218, 2.75284], [-2.30253, 5.36491, 3.56102], [-1.74148, 4.15167, 3.22980], [0.10364, 4.95260, 0.50783], [-0.89680, 7.17983, 1.05362], [-2.40404, 7.42362, 2.98324], [-2.96072, 5.46951, 4.41490], [-1.02997, -0.38247, 3.86545], [-0.85194, 0.18004, 2.85166]],
  "forces_ev_per_angstrom": [[0.479, -2.113, -1.953], [0.016, 0.091, -0.048], [-0.314, 0.127, 0.162], [0.193, -0.003, 0.001], [0.453, -0.052, -0.669], [-0.326, -0.895, 0.526], [0.587, 0.981, -0.278], [-0.410, -0.117, 0.352], [-0.045, -0.043, -0.042], [0.294, -0.257, -0.091], [-0.175, 1.823, -1.673], [0.190, -1.338, 1.343], [-0.125, -0.050, 0.005], [0.171, -0.052, -0.025], [0.234, 0.094, -0.272], [0.031, -0.052, 0.081], [-0.062, -0.273, 0.452], [-0.135, 0.381, -0.292], [-0.323, -0.249, 0.466], [-0.143, 0.428, -0.281], [-0.048, -0.296, -0.238], [0.097, 0.009, 0.090], [0.097, -0.146, -0.274], [-0.201, 0.537, 0.209], [0.361, -0.410, -0.150], [0.143, 0.412, -0.029], [-0.225, -0.567, 0.273], [-0.390, -0.443, 0.364], [-0.059, 1.130, 0.080], [0.344, -0.686, 0.610], [0.107, 0.625, -0.615], [-0.033, 0.044, 0.011], [0.048, 0.022, 0.013], [0.016, -0.004, -0.046], [-0.062, 0.069, -0.003], [0.029, 0.056, 0.037], [-0.155, -0.094, -0.126], [0.016, 0.003, -0.155], [-0.060, -0.056, -0.048], [0.039, 0.043, 0.058], [-0.023, 0.083, -0.032], [-0.033, 0.104, 0.021], [-0.079, 0.064, 0.017], [-0.416, -0.107, 0.278], [0.049, -0.068, 0.025], [-0.111, 0.007, 0.035], [-0.049, -0.003, 0.056], [0.003, -0.075, -0.011], [0.056, -0.006, 0.011], [0.095, -0.104, 0.052], [-0.064, 0.016, -0.031], [0.021, 0.126, -0.021], [0.078, 0.109, 0.108], [-0.064, -0.020, -0.050], [0.015, 0.045, -0.001], [-0.029, -0.070, 0.002], [-0.004, 0.139, 0.266], [-0.054, 0.022, -0.023], [0.059, 0.051, -0.043], [-0.033, 0.033, -0.058], [0.000, -0.106, -0.127], [0.084, 0.116, 0.193], [-0.008, -0.070, -0.003], [0.137, -0.051, -0.027], [-0.083, 0.018, -0.140], [-0.017, 0.129, 0.277], [-0.011, 0.118, -0.030], [0.071, -0.153, 0.072], [-0.008, -0.019, -0.044], [-0.051, 0.027, 0.032], [-0.053, -0.001, 0.013], [0.011, 0.021, 0.021], [-0.003, -0.063, -0.050], [-0.005, 0.069, -0.082], [0.138, -0.119, 0.028], [0.205, 0.230, -0.401], [0.173, -0.028, 0.064], [-0.686, 0.878, 0.180], [-0.168, 0.141, 0.546], [0.113, 0.527, 0.418], [0.206, 0.165, -0.085], [-0.015, 0.075, -0.097], [0.042, 0.026, -0.052], [-0.008, 0.045, 0.001], [-0.093, -0.006, 0.049], [0.094, -0.068, -0.011], [-0.039, 0.033, 0.063], [-0.029, -0.060, 0.049], [0.036, -0.046, -0.018], [0.033, -0.009, -0.056], [-0.026, 0.164, -0.182], [-0.111, -1.009, 0.974]],
  "homo_ha": [-0.2615, -0.3529],
  "gap_ev": [3.5244, 6.0176],
  "spin_multiplicity": 8,
  "relative_energy_kcal_mol": 0.00,
  "total_charge": 1
}